1.
This record from OMol25 describes a 3-piece molecular cluster, C13H25FN2O7S3 overall at a distorted geometry. The level of theory is ωB97M-V/def2-TZVPD.

Geometry as XYZ:
```
51
Properties=species:S:1:pos:R:3:forces:R:3:lowdin_charge:R:1
O -1.42441 6.66757 0.68655 -4.8614 -0.1877 -2.7048 -0.37
S -2.90271 6.64902 0.20813 1.1444 1.3533 6.1556 0.80
O -3.87871 6.51913 1.41453 2.9629 0.2022 -5.0262 -0.38
O -3.24339 8.17000 -0.54077 1.3157 -1.7169 0.8364 -0.24
C -3.28658 5.32523 -1.06045 -0.2315 -0.5673 -2.3520 -0.24
C -2.32968 3.99855 -0.95815 -0.3322 -0.5750 0.4434 -0.21
C -2.41653 3.23033 0.52514 -0.0577 0.4103 -1.1555 -0.16
C -2.04097 1.66153 0.23341 -2.0005 0.5511 -0.5176 -0.21
N -0.98222 1.07232 1.13711 -0.6362 1.8245 -0.3051 -0.30
N -0.66436 -0.16404 0.52870 -1.7394 -6.3192 4.4992 -0.06
C -0.91727 -1.20211 1.41433 3.6117 0.3448 -0.3404 -0.43
S -0.60784 -2.54821 2.46376 -1.6014 4.9124 -4.0081 0.68
S 0.51998 1.96057 1.10647 7.8579 -1.5490 -4.1869 0.93
O 0.71737 2.88249 -0.12018 -2.0443 -2.0160 5.0779 -0.31
O 1.66587 0.87843 1.02007 -5.0254 4.0947 1.6994 -0.35
F 0.80045 2.76666 2.63140 -1.4970 -1.5187 -3.2664 -0.24
H -2.51231 8.82466 -0.31083 -0.9530 -1.4738 -0.1567 0.11
H -4.43669 5.05545 -1.00456 2.4578 0.7342 0.3616 0.13
H -3.11997 5.78054 -2.15128 -0.2699 -0.6756 2.5493 0.13
H -2.76081 3.20643 -1.73601 0.7029 1.9450 1.5137 0.13
H -1.22991 4.21833 -1.29240 -2.1342 -0.2823 0.9310 0.12
H -1.72974 3.76063 1.32644 -1.3948 -1.1315 -1.6822 0.12
H -3.54120 3.30570 0.86384 2.3560 -0.1978 -0.4549 0.13
H -3.03648 1.03562 0.43839 2.4038 1.1701 -0.2621 0.15
H -1.77254 1.43965 -0.90004 -0.2473 0.6737 2.4101 0.14
C -1.21026 -7.22008 -0.53325 0.5595 -0.3244 -0.1267 -0.18
C -2.37368 -7.28983 0.42191 -0.5894 -0.2736 0.0382 -0.18
C -2.22926 -5.99544 1.19219 0.0673 0.3202 0.3049 -0.22
O -1.63188 -5.04462 0.29988 -0.0243 -0.3378 -0.0321 -0.18
C -1.15588 -5.74346 -0.85869 -0.0382 0.3841 -0.2537 -0.20
H -1.33113 -7.84777 -1.41974 0.0342 0.0971 0.0911 0.12
H -0.29006 -7.52388 -0.02014 -0.0785 0.0145 -0.1057 0.12
H -3.31523 -7.28724 -0.13982 0.0740 -0.0254 0.1030 0.12
H -2.36196 -8.17299 1.06566 -0.0160 0.1235 -0.0526 0.12
H -1.55887 -6.11589 2.04976 -0.0657 -0.0659 0.0759 0.11
H -3.18878 -5.61161 1.55058 0.1332 0.0751 -0.0441 0.12
H -1.82043 -5.49678 -1.69389 0.0744 -0.0415 -0.0656 0.12
H -0.14574 -5.40461 -1.10463 -0.1189 0.0776 0.0764 0.12
C 4.34932 0.40612 -0.03446 -0.4600 -0.0332 0.2765 -0.20
C 5.82012 0.34426 0.28750 0.4606 0.3519 0.1632 -0.18
C 6.30411 -0.74113 -0.64916 0.1269 -0.3654 -0.1951 -0.21
O 5.46308 -0.69450 -1.81003 0.0150 0.1153 0.2934 -0.14
C 4.34075 0.15223 -1.52601 -0.0201 0.1031 -0.3680 -0.20
H 3.87894 1.35389 0.23931 0.0682 -0.2438 -0.0735 0.10
H 3.82129 -0.40218 0.48534 0.0048 0.1819 -0.0635 0.11
H 6.29612 1.29820 0.03157 0.0041 -0.0990 0.0623 0.12
H 6.03183 0.12730 1.33756 -0.0035 0.0092 -0.1213 0.12
H 6.19594 -1.73305 -0.19778 0.0855 -0.0010 0.0759 0.11
H 7.34820 -0.60447 -0.94524 -0.1103 -0.0689 -0.0902 0.11
H 4.47439 1.08331 -2.08749 -0.1041 0.0353 0.0092 0.12
H 3.41974 -0.33031 -1.86452 0.1347 -0.0142 -0.0364 0.12
```
Positions in Å, forces in eV/Å.

## Properties
- 2S+1: 1
- HOMO-LUMO gap: 7.24 eV

***

2.
This record from OMol25 describes one molecule with the formula C3H7N3O2 at a distorted geometry. The level of theory is ωB97M-V/def2-TZVPD.

Geometry as XYZ:
```
15
Properties=species:S:1:pos:R:3:forces:R:3:lowdin_charge:R:1
H 2.29919 -1.88101 -0.96514 0.0610 -0.3946 -0.5316 0.03
N 2.60734 -1.43149 -0.11476 -0.1480 -0.0740 -0.1851 0.07
C 1.65247 -0.72101 0.30157 -0.2282 0.5738 0.3694 -0.36
N 0.34064 -0.61683 -0.19968 0.1539 1.2358 1.4710 0.12
C -0.34833 0.47394 0.02494 1.1443 -2.1677 -1.7403 -0.42
N 0.09572 1.78010 0.05111 -0.2436 -0.6476 1.0899 0.02
O 1.42815 2.01980 -0.27301 -0.0256 0.1370 0.5709 -0.02
O -1.67390 0.39370 0.03273 -0.2675 1.2609 0.0404 -0.05
C -2.28209 -0.89513 -0.05720 0.2939 -0.2173 -0.4265 -0.05
H 1.85501 -0.19571 1.24215 -0.2510 0.1199 -0.0492 0.10
H -0.56170 2.43005 -0.33876 0.0467 0.4341 -0.1296 0.14
H 1.86417 2.26447 0.57809 -0.5491 -0.2665 -0.8725 0.13
H -1.99165 -1.49947 0.79528 -0.1311 -0.0599 0.1405 0.09
H -3.35843 -0.72643 -0.11730 0.2402 0.0607 0.1788 0.09
H -1.92661 -1.39497 -0.96003 -0.0958 0.0053 0.0738 0.09
```
Positions in Å, forces in eV/Å.

## Properties
- 2S+1: 1
- Relative energy (zero: lowest compared OMol25 entry of this formula, charge and spin): 95.72 kcal/mol
- HOMO-LUMO gap: 9.57 eV

***

3.
This record from OMol25 describes one molecule with the formula C18H23N5O3S2 at a distorted geometry. The level of theory is ωB97M-V/def2-TZVPD.

Geometry as XYZ:
```
51
Properties=species:S:1:pos:R:3:forces:R:3:lowdin_charge:R:1
C -5.06328 -2.13369 -2.10997 -0.0803 -0.0909 -0.0600 0.01
C -4.62643 -1.13645 -1.36605 0.0143 0.0755 0.1474 -0.15
C -4.82080 -1.05421 0.12210 -0.3630 -0.0725 -0.3593 -0.15
N -3.56419 -0.76902 0.76577 0.6524 0.2725 0.4675 -0.01
C -2.52528 -1.62245 1.02267 -0.0655 -0.0546 -0.0256 -0.35
C -2.59231 -3.08530 0.81843 -0.0748 0.0051 -0.0271 0.00
N -1.49904 -0.95290 1.46381 0.4132 -0.9898 -0.0085 0.07
N -1.82801 0.35371 1.50209 -0.5045 0.7842 0.1024 0.03
C -3.05675 0.45572 1.07448 -0.1062 0.0448 0.1721 -0.63
S -3.91668 1.94693 0.82190 -0.1649 0.3687 0.1081 0.99
C -2.43813 2.92323 0.41529 -0.3160 -0.4291 0.1314 -0.35
C -1.65886 2.14673 -0.64488 0.0914 0.3470 -0.1112 -0.54
O -2.24769 1.45708 -1.45944 -0.1360 -0.1382 -0.2103 0.01
N -0.31946 2.27532 -0.64833 0.1272 0.0451 -0.2362 -0.04
C 0.50134 2.96306 0.32476 0.0696 -0.0251 0.4866 -0.11
C 1.10241 1.92334 1.28051 -0.0253 0.6801 0.3443 -0.16
N 1.88492 0.96222 0.53265 1.2011 0.1546 -0.0417 -0.23
S 3.41302 1.47800 0.06424 -0.1947 -0.3673 0.1611 0.68
O 3.42626 2.01424 -1.27318 0.0603 -0.3097 -0.0254 -0.29
O 3.92127 2.30878 1.11660 -0.0507 -0.0943 0.2318 -0.28
C 4.28277 -0.08524 0.06568 -0.2979 0.4401 -0.1229 -0.28
C 4.30261 -0.81757 1.23673 0.0522 -0.1013 0.1511 -0.05
C 4.97639 -2.02692 1.26308 -0.0496 0.1009 0.0580 -0.07
C 5.61915 -2.48509 0.12251 0.0261 -0.0121 -0.0719 -0.08
C 5.59191 -1.74089 -1.04605 0.0221 -0.0111 0.0353 -0.07
C 4.91809 -0.53001 -1.07645 -0.0247 0.1469 -0.1450 -0.06
C 1.12674 0.32236 -0.52082 -0.2780 -0.1743 -0.6078 -0.15
C 0.46481 1.35083 -1.44912 0.0516 -0.3720 -0.3268 -0.10
H -4.90977 -2.15456 -3.17469 0.0562 0.0441 -0.2119 0.06
H -5.60804 -2.96448 -1.68905 -0.0843 -0.1579 0.1434 0.06
H -4.07438 -0.30872 -1.79125 0.0660 0.1279 -0.0882 0.10
H -5.22648 -1.98815 0.52139 -0.0285 0.1481 -0.0113 0.13
H -5.50630 -0.23378 0.36040 0.0413 -0.2028 0.0419 0.11
H -2.81056 -3.30895 -0.22539 -0.0086 -0.1016 -0.0334 0.08
H -3.37587 -3.52097 1.43800 -0.0232 -0.1149 0.0093 0.08
H -1.63658 -3.52107 1.09203 0.0250 -0.0218 0.0131 0.08
H -1.88784 3.06437 1.34063 0.0386 0.1080 -0.1367 0.06
H -2.79208 3.87562 0.02090 0.0430 0.0177 0.0298 0.09
H -0.06170 3.72404 0.86041 0.0443 -0.0124 -0.0406 0.12
H 1.31908 3.45314 -0.21619 -0.1472 0.0950 0.0667 0.13
H 1.77201 2.39697 1.99785 -0.1924 0.0400 0.0884 0.12
H 0.30285 1.37845 1.79308 0.1478 0.0944 -0.0524 0.11
H 3.79374 -0.42876 2.10362 -0.0632 -0.0475 0.1706 0.12
H 5.00241 -2.61139 2.17014 -0.0092 -0.0331 0.0812 0.11
H 6.14578 -3.42762 0.14569 0.0340 -0.0797 0.0015 0.10
H 6.09495 -2.10101 -1.93065 0.0322 -0.0173 -0.0733 0.11
H 4.87636 0.07930 -1.96573 0.0180 0.0160 -0.1362 0.11
H 1.81079 -0.31150 -1.08722 -0.1448 -0.1349 -0.0841 0.12
H 0.36338 -0.29897 -0.04143 0.1264 0.0021 -0.0752 0.11
H -0.20337 0.85796 -2.15610 0.1379 0.0676 0.0750 0.13
H 1.23688 1.90826 -1.98548 -0.1588 -0.0604 0.0048 0.11
```
Positions in Å, forces in eV/Å.

## Properties
- 2S+1: 1
- Relative energy (zero: lowest compared OMol25 entry of this formula, charge and spin): 75.99 kcal/mol
- HOMO-LUMO gap: 9.25 eV

***

4.
This record from OMol25 describes H2OSn as an isolated structure at a distorted geometry. The level of theory is ωB97M-V/def2-TZVPD.

Geometry as XYZ:
```
4
Properties=species:S:1:pos:R:3:forces:R:3:lowdin_charge:R:1
Sn 0.09783 0.80602 -1.78695 -0.3206 0.0720 0.4589 1.94
O -0.13664 -0.07947 0.27017 0.4878 0.3239 -1.7933 -0.17
H -0.47838 0.04606 1.15543 -0.7581 0.5493 0.9414 0.13
H 0.51718 -0.77260 0.36136 0.5909 -0.9452 0.3930 0.09
```
Positions in Å, forces in eV/Å.

## Properties
- 2S+1: 1
- Relative energy (zero: lowest compared OMol25 entry of this formula, charge and spin): 2.28 kcal/mol
- Total charge: +2
- HOMO-LUMO gap: 11.55 eV

***

5.
This record from OMol25 describes one molecule with the formula C2H2BrN3 at a distorted geometry. The level of theory is ωB97M-V/def2-TZVPD.

Geometry as XYZ:
```
8
Properties=species:S:1:pos:R:3:forces:R:3:lowdin_charge:R:1
N -3.61249 2.99729 0.15859 -0.4878 0.2445 -0.0027 0.15
C -2.74170 2.26992 -0.02493 -0.5275 0.1033 0.1528 -0.37
N -1.66004 1.57068 -0.18945 1.2990 -0.0932 -0.4212 0.09
C -1.36474 0.36965 -0.20619 -2.1529 -1.5578 0.9858 -0.62
N -0.17981 -0.19775 -0.14088 0.6665 -0.4617 -0.1342 0.10
Br -2.85793 -1.19593 0.01138 1.3100 1.5177 -0.4246 0.45
H 0.62147 0.33898 0.15352 -0.0533 0.1380 -0.1969 0.13
H -0.10926 -1.20091 -0.16827 -0.0539 0.1093 0.0410 0.08
```
Positions in Å, forces in eV/Å.

## Properties
- 2S+1: 1
- Relative energy (zero: lowest compared OMol25 entry of this formula, charge and spin): 8.08 kcal/mol
- HOMO-LUMO gap: 9.79 eV

***

6.
This record from OMol25 describes a 2-piece molecular cluster, C4H10N3 overall at a distorted geometry. The level of theory is ωB97M-V/def2-TZVPD.

Geometry as XYZ:
```
17
Properties=species:S:1:pos:R:3:forces:R:3:lowdin_charge:R:1
C -3.49529 0.70775 0.48423 -3.7185 2.6791 1.9363 -0.10
C 1.24846 -1.57067 0.20521 -0.5566 0.7130 0.0533 -0.05
C 1.16560 1.41622 -0.27937 3.2813 1.2711 0.7696 -0.02
C 0.38761 -0.71729 -0.76774 1.0145 -3.4747 -2.1030 -0.17
N -2.65520 0.00857 -0.02189 4.3724 -0.7045 -1.0459 0.15
N -1.00041 1.12726 0.12150 -2.1172 -2.0400 -0.4579 0.26
N 0.03243 0.59718 -0.27027 -2.6232 -0.7194 -0.4478 -0.25
H -4.57658 0.34248 0.54067 1.4157 -0.1327 -0.3734 0.14
H -3.45093 1.73189 0.93540 0.6210 -0.7575 -0.4225 0.11
H 1.73312 -2.31609 -0.39448 0.1188 -0.4313 -0.5193 0.08
H 2.08299 -0.93236 0.54869 -0.6220 -0.7580 0.7342 0.08
H 0.61007 -2.12781 0.90026 0.5581 0.6056 0.4696 0.09
H 1.64981 1.51262 -1.32461 -1.0538 0.1068 1.8263 0.16
H 1.86892 0.88738 0.42821 -0.2689 0.8841 -0.9776 0.12
H 0.83221 2.30473 0.24913 0.6076 0.5843 -0.5858 0.11
H -0.38284 -1.43903 -1.22783 0.5085 2.0015 0.8731 0.16
H 1.19797 -0.52713 -1.53352 -1.5376 0.1728 0.2708 0.14
```
Positions in Å, forces in eV/Å.

## Properties
- 2S+1: 1
- Relative energy (zero: lowest compared OMol25 entry of this formula, charge and spin): 145.56 kcal/mol
- Total charge: +1
- HOMO-LUMO gap (spin up / spin down): 9.30 / 9.29 eV